Entry 1:
5 unconnected molecules or ions with the total composition C22H44N6O12P2S. Source: OMol25; level of theory: wB97M-V/def2-TZVPD.

```
87
Properties=species:S:1:pos:R:3:lowdin_charge:R:1
C 1.943 1.133 4.392 -0.1262
C 0.379 0.955 4.046 -0.2330
C 0.035 -0.621 3.782 -0.1660
C -0.504 -0.874 2.265 -0.2169
N 0.556 -0.521 1.282 -0.0337
C 0.131 -0.678 -0.130 -0.5011
O -1.289 -0.535 -0.373 -0.2179
C -1.620 0.726 -0.999 -0.3986
P -3.134 0.369 -2.129 0.4280
S -3.392 1.919 -3.300 0.0920
C -1.937 1.915 0.076 -0.2558
C -1.324 3.334 -0.352 -0.1241
C 0.251 3.474 -0.149 -0.1481
C 1.351 2.727 -0.944 -0.0400
C 2.894 2.924 -0.697 -0.0518
C 3.398 3.947 0.365 -0.0455
C 2.307 4.723 1.160 -0.2094
C 2.864 5.807 2.236 -0.0963
C 0.767 4.497 0.936 0.0114
N -3.450 2.087 0.020 -0.1176
C -4.131 1.256 1.054 -0.1195
C -4.667 2.092 2.327 -0.3478
O -4.844 1.475 3.417 0.0527
O -5.008 3.478 2.301 0.0260
P 0.686 -2.394 -0.817 0.9438
C 2.564 -2.380 -0.589 -0.2755
O 0.349 -2.356 -2.505 -0.3785
H 2.461 1.811 3.610 0.0676
H 2.141 1.624 5.410 0.0718
H 2.518 0.118 4.331 0.0353
H -0.323 1.422 4.833 0.1050
H 0.176 1.544 3.074 0.0784
H 0.902 -1.309 4.059 0.0922
H -0.886 -0.831 4.454 0.1099
H -0.721 -1.992 2.171 0.1265
H -1.468 -0.265 2.183 0.0889
H 0.973 0.404 1.453 0.0983
H 0.761 0.085 -0.739 0.1147
H -0.825 1.143 -1.704 0.0849
H -2.788 -0.740 -3.002 -0.0144
H -4.305 0.008 -1.390 -0.0226
H -1.691 1.611 1.152 0.1371
H -1.810 4.119 0.350 0.1143
H -1.614 3.651 -1.413 0.1136
H 1.076 1.982 -1.759 0.0721
H 3.617 2.303 -1.325 0.0866
H 4.524 4.082 0.485 0.0960
H 3.440 5.211 3.017 0.0781
H 3.525 6.561 1.663 0.0860
H 1.938 6.342 2.637 0.0688
H 0.021 5.096 1.577 0.0955
H -3.690 3.081 0.172 0.1019
H -5.091 0.836 0.554 0.1269
H -3.512 0.339 1.344 0.1291
H -4.214 3.999 2.551 0.1182
H 2.929 -3.248 0.055 0.0233
H 2.882 -1.363 -0.132 0.0505
H 3.116 -2.420 -1.608 0.0560
H 1.179 -2.040 -2.949 0.0152
C 4.525 -3.454 4.574 0.0450
N 3.824 -2.145 4.518 -0.4275
O 3.315 -1.736 5.556 0.0542
O 3.810 -1.575 3.433 0.0490
H 4.460 -3.844 5.588 0.0950
H 4.029 -4.123 3.871 0.1029
H 5.563 -3.283 4.292 0.1012
C -0.145 -0.692 -6.125 0.0596
N 0.352 -0.291 -4.783 -0.4238
O 1.530 -0.508 -4.530 0.0380
O -0.454 0.227 -4.033 0.0272
H 0.676 -1.138 -6.684 0.0959
H -0.947 -1.414 -5.976 0.0981
H -0.509 0.206 -6.623 0.1092
C 1.881 -6.186 -1.946 0.0465
N 2.379 -5.777 -0.608 -0.4487
O 3.558 -5.983 -0.359 0.0501
O 1.570 -5.262 0.145 0.0039
H 2.704 -6.626 -2.507 0.0951
H 1.086 -6.914 -1.792 0.1028
H 1.507 -5.292 -2.445 0.0900
C -5.356 -2.406 -4.511 0.0434
N -4.586 -2.075 -5.741 -0.4401
O -3.909 -1.057 -5.725 0.0393
O -4.689 -2.849 -6.679 0.0579
H -5.170 -1.635 -3.764 0.0731
H -6.411 -2.435 -4.780 0.1030
H -5.011 -3.377 -4.157 0.1032
```

Values from the calculation:
E in eV: -86432.2600
2S+1: 1
SMILES string: CCCCN[C@H](O[C@@H]([PH2]=S)[C@@H](Cc1cccc(C)c1)NCC(=O)O)P(C)O.C[N+](=O)[O-].C[N+](=O)[O-].C[N+](=O)[O-].C[N+](=O)[O-]

***

Entry 2:
A molecular structure, C34H78F9N6O6P. Source: OMol25; level of theory: wB97M-V/def2-TZVPD.

```
134
Properties=species:S:1:pos:R:3:lowdin_charge:R:1
C -9.206 10.366 24.237 0.0195
C -9.633 11.405 25.255 -0.4095
O -9.437 11.528 26.390 0.2167
N -10.390 12.516 24.545 0.0804
H -9.653 13.047 24.055 0.1733
H -11.050 12.203 23.842 0.1164
C -11.100 13.583 25.442 0.0678
H -8.592 10.811 23.404 0.1138
H -10.089 9.874 23.773 0.0995
H -8.537 9.567 24.670 0.1155
H -10.391 14.303 25.871 0.1123
H -11.455 12.965 26.250 0.0917
H -11.858 13.974 24.781 0.1001
C -6.859 1.060 19.619 0.0294
C -6.103 2.205 20.191 -0.5201
O -5.628 3.030 19.547 0.1197
N -6.112 2.246 21.631 0.0769
H 6.010 8.840 26.926 0.1356
H -6.451 1.589 22.280 0.1529
C -5.619 3.333 22.045 0.0839
H -7.506 1.414 18.885 0.0707
H -7.395 0.526 20.370 0.0771
H -6.124 0.419 19.010 0.1390
H 5.299 17.128 20.932 -0.1506
H -5.659 3.367 23.215 0.1480
H -5.454 4.091 21.129 0.1499
C 3.713 7.045 20.993 0.0434
C 5.008 6.929 20.369 -0.3728
O 5.535 6.359 19.481 0.2126
N 5.970 8.034 21.038 0.1087
H 5.651 8.230 21.929 0.0801
H 6.998 7.798 20.956 0.2116
C 5.795 9.250 20.129 0.0092
H 3.154 6.175 20.692 0.1109
H 3.162 7.948 20.958 0.1017
H 3.992 6.940 22.106 0.1293
H 6.429 10.116 20.377 0.1156
H 4.811 9.655 20.151 0.0874
H 6.013 8.994 19.100 0.1049
C -15.732 10.881 18.856 0.0325
C -14.480 11.118 18.138 -0.3660
O -13.913 10.438 17.340 0.1747
N -13.739 12.508 18.300 0.0604
H -14.018 12.821 19.200 0.1251
H -12.766 12.224 18.377 0.1066
C -13.841 13.468 17.153 0.0306
H -15.980 11.579 19.626 0.0834
H -15.967 9.857 19.182 0.1202
H -16.529 11.061 18.064 0.1431
H -13.497 12.836 16.263 0.1336
H -13.166 14.276 17.318 0.0900
H -14.912 13.729 16.988 0.1184
C -5.086 5.343 16.297 -0.1181
C -3.579 5.392 16.218 -0.2367
C -3.097 5.229 14.788 -0.2005
C -3.517 3.908 14.318 -0.1524
N -2.865 3.344 13.056 -0.2413
C -3.256 1.886 12.922 -0.1646
C -2.408 1.391 11.864 -0.1373
C -0.981 2.114 12.201 -0.0887
C -1.341 3.282 13.126 -0.0943
C -3.350 4.096 11.799 0.0728
H -5.483 4.292 16.531 0.0873
H -5.548 5.475 15.283 0.0764
H -5.598 6.035 17.086 0.1105
H -3.338 4.443 16.676 0.1030
H -3.140 6.201 16.717 0.0999
H -2.013 5.295 14.792 0.1187
H -3.285 6.026 14.100 0.1150
H -4.562 3.727 14.164 0.1297
H -3.288 3.231 15.087 0.1172
H -4.344 1.823 13.017 0.1483
H -2.999 1.418 13.892 0.1500
H -2.833 1.575 10.887 0.1123
H -2.305 0.290 11.969 0.1387
H -0.634 2.478 11.205 0.1202
H -0.186 1.435 12.584 0.1306
H -0.893 4.222 12.921 0.1213
H -1.065 3.002 14.171 0.1521
H -3.291 5.099 12.018 0.0672
H -4.400 3.767 11.591 0.1366
H -2.733 3.816 10.932 0.1153
C -4.429 17.159 18.256 -0.0406
C -4.328 18.370 17.530 -0.4114
C -4.959 19.427 17.735 -0.1891
C -2.614 21.039 19.817 0.1496
N -1.483 20.885 19.247 -0.1543
C -0.453 21.894 21.533 0.0103
C -0.341 23.019 20.762 -0.2891
C 0.258 22.709 19.392 -0.1804
C -0.756 22.035 18.609 -0.1376
C -0.833 19.577 19.079 0.0321
H -3.801 16.806 19.175 0.1066
H -5.188 16.615 17.896 -0.0289
H -0.945 4.247 21.050 -0.5004
H -4.546 17.189 16.146 0.1925
H -5.846 17.894 16.343 0.1605
H -5.709 19.098 18.482 0.0905
H -5.110 20.201 16.588 0.1955
H -3.187 20.048 19.706 0.1289
H -3.180 21.944 19.564 0.1437
H 0.449 21.272 21.709 0.0999
H -1.296 21.924 22.269 0.0971
H 0.615 23.577 21.111 0.1841
H -1.254 23.621 20.866 0.1393
H 1.158 22.153 19.500 0.1197
H 0.622 23.565 18.816 0.1494
H -0.616 21.831 17.537 0.1660
H -1.510 22.765 18.619 0.1071
H -0.459 19.077 19.983 0.1198
H -0.040 19.687 18.410 0.0856
H -1.675 18.954 18.671 0.1037
C 4.241 9.426 25.816 -0.3409
O 3.335 9.006 26.815 -0.0518
O 5.515 8.972 26.112 0.0460
C 3.900 8.741 24.494 -0.6330
F 4.580 9.283 23.462 0.1238
F 3.983 7.504 24.557 0.2772
F 2.615 9.127 24.193 0.1188
C 2.579 10.111 27.351 -0.2338
C 1.715 9.778 28.625 -0.0539
H 1.166 10.681 28.867 0.0738
H 1.130 8.943 28.352 0.0516
H 2.358 9.432 29.475 0.0949
H 1.931 10.670 26.529 0.1509
H 3.349 10.863 27.693 0.1245
H 4.355 10.456 25.568 0.1576
P -11.207 12.196 20.757 0.2087
F -12.563 12.982 21.090 -0.1376
F -11.256 12.925 19.310 -0.1618
F -10.323 13.299 21.500 -0.1384
F -9.771 11.479 20.396 -0.1665
F -11.318 11.308 22.163 -0.1928
F -11.976 10.978 19.974 -0.1617
```

Values from the calculation:
Charge: +4
E in eV: -91437.8271
2S+1: 1

***

| no. | orbital gap (eV) | HOMO (eV) |
| --- | --- | --- |
| 1 | 7.757 | -7.799 |
| 2 | 0.917 | -10.193 |